No. 1
Below is a molecular structure, C5H12O, with properties calculated with ωB97M-V/def2-TZVPD.

Kohn-Sham gap: 8.169 eV
total charge: 0

Geometry as XYZ:
```
18
Properties=species:S:1:pos:R:3:forces:R:3:nbo_charge:R:1
C 0.166 2.384 0.779 -0.007 0.117 0.182 -0.618
C 0.038 1.096 -0.103 0.014 0.733 -0.487 -0.639
C -0.444 -1.299 -0.506 -0.219 0.041 -0.098 0.271
C -0.147 -1.604 -1.928 -0.004 0.128 -0.020 -0.693
O 0.364 -1.766 0.403 0.179 0.674 -0.157 -0.429
C 0.305 -1.047 1.595 0.040 0.270 0.335 -0.309
H -0.676 2.548 1.463 0.034 -0.378 -0.046 0.196
H 1.076 2.443 1.390 -0.101 -0.478 -0.045 0.199
H 0.206 3.326 0.205 -0.088 -0.484 -0.330 0.202
H 0.904 1.066 -0.769 0.012 -0.152 0.015 0.190
H -0.838 1.244 -0.745 0.046 -0.183 0.119 0.187
H -1.457 -1.086 -0.173 0.007 0.130 -0.146 0.168
H -0.403 -0.698 -2.493 0.053 -0.204 -0.114 0.236
H -0.720 -2.448 -2.347 0.064 0.280 0.222 0.228
H 0.920 -1.810 -2.048 -0.164 0.061 0.013 0.233
H 1.134 -1.358 2.223 -0.066 -0.001 0.083 0.187
H 0.242 0.136 0.958 0.091 -0.535 0.542 0.224
H -0.668 -1.126 2.094 0.108 -0.019 -0.069 0.166
```
Forces are in eV/Å.


No. 2
Below is a molecular structure, C29H27LiN4O3Sb, with properties calculated with ωB97M-V/def2-TZVPD.

Kohn-Sham gap: 6.950 eV
total charge: -1

Geometry as XYZ:
```
65
Properties=species:S:1:pos:R:3:forces:R:3:nbo_charge:R:1
Li -0.113 1.125 0.933 0.205 0.040 0.186 0.885
C -2.269 3.292 1.678 0.005 -0.005 -0.002 -0.644
C -2.055 3.153 0.201 -0.021 -0.020 -0.018 0.299
C -1.958 4.271 -0.628 -0.001 -0.015 0.048 -0.241
C -1.776 4.090 -1.980 0.000 0.006 -0.025 -0.161
C -1.747 2.797 -2.486 -0.020 -0.016 -0.012 -0.311
C -1.879 1.733 -1.602 0.023 0.021 0.003 -0.055
N -2.010 1.910 -0.285 -0.019 -0.051 -0.078 -0.503
Sb -2.115 -0.218 -2.515 -0.024 -0.019 0.027 0.953
C -3.358 -1.114 -1.015 0.018 0.004 0.050 -0.067
C -4.581 -1.665 -1.384 0.015 0.011 -0.016 -0.290
C -5.360 -2.252 -0.398 -0.003 -0.006 0.010 -0.184
C -4.885 -2.272 0.900 -0.005 -0.005 -0.004 -0.262
C -3.643 -1.702 1.187 0.011 0.010 0.002 0.245
C -3.070 -1.715 2.571 0.005 -0.017 -0.015 -0.657
N -2.905 -1.129 0.234 -0.024 0.011 -0.012 -0.419
C -0.293 -1.246 -1.985 -0.013 -0.002 0.044 -0.065
C 0.873 -0.967 -2.693 -0.003 0.014 0.037 -0.288
C 2.008 -1.707 -2.412 0.009 -0.005 -0.015 -0.164
C 1.940 -2.694 -1.444 0.001 0.016 0.028 -0.266
C 0.736 -2.912 -0.781 -0.008 0.018 -0.006 0.236
C 0.604 -3.949 0.296 -0.009 -0.014 0.004 -0.651
N -0.361 -2.205 -1.066 0.001 -0.034 -0.058 -0.458
H -2.286 4.340 1.975 -0.004 -0.003 -0.004 0.200
H -1.457 2.797 2.210 0.000 0.003 -0.007 0.262
H -3.212 2.822 1.963 0.010 -0.002 0.000 0.215
H -1.993 5.261 -0.193 0.003 -0.002 -0.007 0.206
H -1.672 4.942 -2.642 0.004 -0.001 0.003 0.203
H -1.648 2.617 -3.549 0.000 -0.002 -0.002 0.208
H -4.911 -1.634 -2.416 0.000 0.007 0.002 0.208
H -6.321 -2.690 -0.641 0.003 0.000 0.001 0.202
H -5.463 -2.725 1.697 0.002 -0.001 -0.006 0.204
H -3.792 -2.094 3.296 -0.001 0.007 -0.004 0.188
H -2.729 -0.720 2.851 0.003 0.009 -0.003 0.267
H -2.170 -2.332 2.606 -0.002 0.003 0.005 0.256
H 0.893 -0.179 -3.437 -0.001 0.014 0.010 0.213
H 2.944 -1.497 -2.919 -0.009 -0.003 0.004 0.217
H 2.815 -3.274 -1.178 -0.004 0.001 -0.012 0.212
H 1.573 -4.375 0.556 -0.001 -0.013 -0.020 0.203
H -0.058 -4.751 -0.038 -0.003 0.012 0.009 0.217
H 0.170 -3.508 1.194 0.005 0.029 -0.002 0.261
O 0.434 -1.955 3.407 -0.006 0.011 -0.056 -0.736
C 0.469 -0.998 2.616 -0.023 -0.092 -0.023 0.741
O -0.385 -0.105 2.409 -0.066 0.093 0.069 -0.801
C 1.737 -0.879 1.749 -0.038 0.003 -0.095 0.130
C 2.864 -1.707 1.983 -0.012 -0.005 0.012 -0.242
C 3.964 -1.558 1.196 0.013 -0.020 0.013 -0.156
C 3.971 -0.568 0.183 -0.002 0.031 -0.013 -0.119
C 5.067 -0.346 -0.686 -0.010 -0.006 0.004 -0.208
C 5.007 0.639 -1.632 -0.008 0.011 -0.003 -0.229
C 3.859 1.460 -1.739 0.004 -0.008 0.002 -0.223
C 2.781 1.263 -0.925 0.006 0.020 0.016 -0.204
C 2.813 0.224 0.038 0.005 -0.055 0.023 0.230
N 1.706 0.020 0.802 0.078 0.040 -0.002 -0.466
H 2.795 -2.436 2.779 0.005 0.004 -0.003 0.244
H 4.842 -2.183 1.330 0.001 0.008 0.007 0.200
H 5.952 -0.965 -0.585 -0.002 0.004 0.002 0.200
H 5.851 0.807 -2.291 -0.004 0.003 0.001 0.202
H 3.846 2.261 -2.468 0.001 -0.001 -0.003 0.205
H 1.894 1.893 -0.929 0.010 -0.027 -0.013 0.272
C 1.617 3.502 1.222 -0.005 -0.053 0.023 -0.201
O 0.565 2.806 0.704 -0.075 0.046 -0.101 -1.049
H 1.310 4.388 1.823 -0.003 -0.005 0.000 0.111
H 2.308 3.908 0.448 -0.010 0.003 0.000 0.105
H 2.268 2.906 1.901 -0.004 -0.004 -0.006 0.116
```
Forces are in eV/Å.


No. 3
Below is a molecular structure, C33H42BrIIrN3O5PSe2, with properties calculated with ωB97M-V/def2-TZVPD.

spin multiplicity: 6
Kohn-Sham gap (alpha / beta): 6.954 / 4.472 eV
total charge: +2

Geometry as XYZ:
```
89
Properties=species:S:1:pos:R:3:forces:R:3:mulliken_spin:R:1
Ir 0.405 -0.065 0.501 0.348 -0.990 0.508 1.952
Se 0.319 -2.465 -1.211 0.107 -0.060 0.072 0.133
Se -1.302 -2.509 -2.887 -0.096 -0.028 -0.073 0.026
C -2.857 -2.308 -1.763 0.101 0.042 -0.329 0.002
C -4.054 -2.055 -2.423 -0.037 0.055 0.118 -0.003
C -5.187 -1.902 -1.645 -0.001 -0.034 0.007 -0.002
C -5.074 -2.010 -0.266 0.028 -0.004 -0.046 0.000
C -3.832 -2.287 0.271 -0.107 0.031 0.048 -0.001
N -2.728 -2.446 -0.463 0.055 0.052 0.083 0.005
C 1.547 -1.316 -2.164 -0.047 0.007 -0.032 0.037
C 1.984 -1.607 -3.446 0.005 -0.037 -0.008 -0.011
C 2.783 -0.673 -4.090 -0.027 -0.020 -0.003 -0.001
C 3.110 0.502 -3.433 -0.014 0.018 0.064 0.006
C 2.657 0.683 -2.137 0.044 -0.004 -0.114 0.009
N 1.903 -0.217 -1.509 0.028 0.048 -0.102 0.062
H -4.098 -1.988 -3.501 0.021 0.018 -0.037 0.002
H -6.144 -1.707 -2.109 -0.038 0.007 -0.001 0.000
H -5.931 -1.892 0.378 -0.047 0.001 0.036 0.000
H -3.710 -2.390 1.341 -0.026 -0.003 0.016 0.000
H 1.707 -2.535 -3.927 0.001 -0.002 0.005 0.000
H 3.142 -0.863 -5.092 0.010 -0.007 -0.027 0.000
H 3.710 1.264 -3.906 0.040 0.034 -0.025 0.002
H 2.884 1.587 -1.588 0.039 0.027 0.035 0.010
Br -2.420 0.620 5.691 -0.015 0.016 0.022 0.001
C -1.940 -0.555 4.312 0.065 -0.003 -0.095 -0.009
C -2.328 -1.887 4.322 0.000 0.042 0.021 0.008
C -1.926 -2.696 3.272 0.078 0.070 -0.023 -0.004
C -1.164 -2.153 2.253 0.017 -0.038 0.099 0.017
N -0.787 -0.869 2.251 -0.179 0.019 -0.054 0.123
C -1.169 -0.085 3.262 -0.030 -0.093 0.098 0.000
H -2.927 -2.278 5.133 -0.005 -0.003 0.016 0.000
H -2.207 -3.738 3.237 0.004 -0.057 0.003 0.001
H -0.853 -2.748 1.407 -0.020 -0.005 -0.036 -0.002
H -0.830 0.937 3.243 0.026 0.144 -0.030 0.010
C 2.314 2.635 3.087 0.029 -0.025 -0.112 0.003
C 1.959 2.680 1.611 -0.071 -0.012 -0.018 -0.001
O 0.615 2.243 1.340 0.007 0.320 0.112 0.081
C -0.345 3.171 1.899 0.043 -0.043 -0.039 0.014
C -1.719 2.951 1.319 0.097 -0.003 0.209 0.012
H 3.372 2.859 3.223 0.015 -0.014 -0.026 0.000
H 2.111 1.650 3.509 0.004 -0.080 0.008 0.000
H 1.757 3.371 3.661 -0.024 0.048 0.025 0.000
H 2.599 2.024 1.020 0.026 -0.039 0.042 0.006
H 2.069 3.698 1.222 0.021 -0.023 -0.017 0.002
H 0.018 4.179 1.671 -0.058 0.014 0.017 -0.006
H -0.348 3.066 2.990 -0.067 -0.017 -0.084 0.005
H -1.759 3.229 0.267 0.036 0.029 -0.010 0.003
H -2.436 3.565 1.864 0.000 0.056 -0.011 0.001
H -2.045 1.915 1.397 0.064 0.045 0.075 0.005
O -2.711 0.856 -0.413 -0.448 -0.179 -0.084 -0.016
C -1.887 0.887 -1.299 0.748 -0.355 0.236 0.195
O -0.641 0.539 -1.213 -0.352 0.835 -0.498 0.126
C -2.248 1.381 -2.678 -0.715 0.080 -0.064 0.069
C -1.335 1.222 -3.763 -0.046 -0.092 -0.517 0.077
C -1.625 1.648 -5.044 0.099 -0.088 0.162 0.001
C -2.855 2.259 -5.202 0.047 0.066 -0.344 0.207
O -3.386 2.770 -6.304 0.082 -0.091 0.229 0.130
C -4.678 3.285 -5.962 -0.121 0.089 -0.138 -0.007
O -4.862 3.025 -4.568 0.251 -0.131 0.081 0.138
C -3.767 2.416 -4.125 -0.342 0.153 0.034 0.231
C -3.488 1.972 -2.848 0.276 -0.121 0.167 -0.009
H -0.401 0.717 -3.563 0.034 0.028 0.075 0.010
H -0.941 1.526 -5.868 0.025 -0.006 -0.054 -0.001
H -5.441 2.754 -6.535 0.071 0.068 0.056 0.017
H -4.694 4.363 -6.136 -0.012 -0.112 0.012 0.017
H -4.172 2.079 -2.019 -0.035 -0.017 0.037 0.002
I 0.280 3.642 -2.076 0.141 0.030 0.156 1.020
C 4.793 -0.036 0.422 0.004 0.055 0.001 -0.002
C 4.095 -0.300 1.748 -0.008 -0.188 0.075 0.015
P 2.456 -1.117 1.657 -0.228 0.398 -0.117 0.271
C 2.836 -2.747 0.908 -0.008 -0.035 0.078 -0.005
C 3.955 -3.562 1.553 -0.047 -0.025 -0.059 0.008
C 2.048 -1.473 3.421 0.055 -0.057 -0.006 -0.004
C 3.201 -1.513 4.424 -0.046 -0.006 0.014 0.007
H 5.809 0.310 0.607 0.023 0.003 -0.007 0.000
H 4.285 0.733 -0.154 -0.011 0.016 -0.010 0.000
H 4.861 -0.932 -0.194 -0.011 -0.050 -0.037 0.000
H 3.980 0.621 2.316 -0.035 0.096 0.050 0.000
H 4.713 -0.958 2.362 0.009 0.050 0.007 0.003
H 3.062 -2.568 -0.148 -0.007 0.012 0.023 0.003
H 1.902 -3.318 0.929 0.053 0.032 0.019 0.001
H 4.907 -3.036 1.541 0.051 0.034 0.008 0.000
H 4.092 -4.493 1.003 0.003 -0.010 -0.004 0.000
H 3.719 -3.826 2.581 -0.010 0.003 0.058 -0.001
H 1.511 -2.427 3.413 -0.007 0.028 0.015 0.001
H 1.325 -0.724 3.744 0.012 0.008 -0.031 -0.001
H 3.963 -2.244 4.168 0.040 -0.044 -0.028 -0.001
H 2.811 -1.777 5.406 -0.004 -0.007 0.024 0.001
H 3.683 -0.542 4.519 0.018 0.026 -0.004 0.000
```
Forces are in eV/Å.


No. 4
Below is a molecular structure, C40H47As2Cl2N4O12W, with properties calculated with ωB97M-V/def2-TZVPD.

spin multiplicity: 3
Kohn-Sham gap (alpha / beta): 6.163 / 6.236 eV
total charge: +3

Geometry as XYZ:
```
108
Properties=species:S:1:pos:R:3:forces:R:3:mulliken_spin:R:1
W 0.697 0.180 -0.353 0.234 -3.858 -3.154 1.637
C -4.118 -2.559 4.097 -0.103 0.079 -0.007 0.000
C -3.087 -1.801 3.313 -0.072 -0.046 0.028 0.008
C -2.552 -0.617 3.802 0.181 0.067 -0.096 -0.009
C -1.533 0.083 3.136 -0.030 -0.438 -0.229 0.018
C -1.042 1.290 3.704 0.425 0.294 0.021 -0.002
N -0.036 1.976 3.261 -0.281 -0.140 0.025 0.010
C 0.359 3.277 3.787 -0.058 0.448 0.074 -0.002
C -0.426 4.443 3.125 0.246 -0.144 -0.195 0.001
C 0.440 5.627 2.708 -0.393 0.048 0.516 -0.001
N 1.305 5.404 1.547 0.127 -0.190 -0.321 0.005
C 1.337 4.339 0.816 -0.200 0.149 0.437 0.020
C 2.122 4.100 -0.346 0.315 -0.065 -0.412 0.014
C 2.936 5.038 -1.007 -0.222 -0.196 -0.008 0.005
C 3.589 4.729 -2.190 0.135 0.242 0.063 0.005
C 4.371 5.772 -2.934 -0.009 -0.013 -0.106 0.000
C 3.455 3.442 -2.710 -0.306 -0.367 0.077 0.002
C 2.662 2.466 -2.093 0.111 0.795 0.357 0.047
C 2.410 1.198 -2.714 -0.538 -0.646 0.063 0.052
N 1.601 0.270 -2.282 1.128 0.314 -1.289 -0.035
C 1.491 -0.891 -3.196 -0.326 -0.375 -0.249 0.009
C 0.127 -1.568 -3.096 0.122 -0.005 0.206 0.033
C 0.015 -2.485 -1.877 0.169 -0.034 -0.353 -0.011
N -0.216 -1.712 -0.642 -1.271 -0.797 0.055 0.008
C -1.196 -2.132 0.103 0.646 -0.076 -0.272 0.053
C -1.626 -1.585 1.359 -0.239 0.319 0.504 0.029
C -2.641 -2.244 2.075 0.238 0.160 -0.064 -0.006
C -1.029 -0.442 1.925 -0.516 -0.607 -0.095 0.029
O 0.016 0.078 1.332 -0.668 -0.469 3.844 -0.048
C 2.007 2.813 -0.898 0.500 -0.242 -0.322 -0.009
O 1.289 1.888 -0.309 0.968 4.069 0.269 -0.050
H -3.809 -2.671 5.135 0.001 -0.042 -0.003 0.000
H -4.286 -3.547 3.676 -0.012 -0.019 0.023 0.000
H -5.069 -2.024 4.096 -0.019 -0.028 -0.006 0.001
H -2.910 -0.229 4.750 -0.047 0.029 -0.005 0.000
H -1.544 1.677 4.587 0.013 0.027 0.014 -0.001
H 0.458 1.624 2.441 0.031 -0.077 0.122 0.005
H 1.433 3.386 3.627 0.007 -0.159 0.013 0.001
H 0.185 3.280 4.862 0.071 -0.049 -0.005 0.001
H -1.147 4.841 3.839 -0.045 -0.020 -0.028 0.000
H -1.001 4.072 2.272 -0.037 0.021 0.011 0.000
H 1.077 5.937 3.540 0.058 0.029 -0.092 0.000
H -0.211 6.473 2.478 0.083 -0.001 -0.073 0.000
H 1.888 6.195 1.297 0.055 -0.018 -0.021 0.000
H 0.677 3.531 1.111 -0.068 0.050 -0.015 -0.012
H 3.031 6.041 -0.609 0.038 0.044 -0.036 0.000
H 4.616 6.619 -2.298 0.038 0.001 -0.006 0.000
H 3.780 6.143 -3.774 0.008 0.036 0.019 0.000
H 5.291 5.364 -3.350 0.034 0.001 0.059 0.000
H 3.960 3.190 -3.636 0.015 0.043 -0.034 0.001
H 2.905 1.028 -3.668 -0.019 0.036 -0.058 -0.005
H 2.266 -1.630 -2.954 0.003 0.140 0.055 -0.006
H 1.663 -0.567 -4.223 0.011 0.103 0.061 -0.002
H -0.021 -2.171 -3.991 0.041 -0.012 0.016 0.001
H -0.665 -0.816 -3.069 -0.033 -0.047 -0.119 -0.006
H 0.941 -3.064 -1.765 -0.048 0.047 0.050 -0.005
H -0.799 -3.194 -2.031 -0.014 0.023 0.128 -0.001
H -1.734 -3.021 -0.222 0.024 -0.038 -0.006 0.001
H -3.065 -3.147 1.650 -0.048 -0.011 0.007 0.001
Cl -0.593 2.889 -3.078 -0.092 0.013 -0.020 0.000
C -1.713 3.002 -1.696 0.283 -0.361 0.001 -0.003
Cl -1.634 4.611 -0.987 -0.088 0.031 0.020 0.001
C -1.314 1.921 -0.655 -0.760 0.660 0.596 0.048
O -1.161 2.219 0.519 -0.621 0.585 -0.404 0.017
O -1.099 0.715 -1.101 -0.777 1.284 -0.609 0.037
H -2.712 2.846 -2.094 -0.033 -0.068 0.113 -0.001
C 5.075 2.564 2.609 -0.057 0.095 0.071 -0.001
O 5.006 1.213 2.141 0.514 0.009 -0.448 0.004
C 3.844 0.619 2.027 -0.614 0.269 -0.009 0.026
O 2.766 1.190 2.097 -0.125 0.103 0.074 0.021
C 3.947 -0.815 1.636 -0.405 -0.047 0.025 0.047
C 4.665 -1.682 2.356 -0.088 0.055 -0.153 -0.014
As 5.126 -3.644 2.081 0.421 -0.338 0.286 0.002
C 6.844 -3.285 1.182 -0.093 -0.078 -0.054 0.000
C 3.988 -3.639 0.490 -0.691 0.182 -0.395 -0.001
C 2.795 -3.032 0.695 0.300 0.178 -0.422 0.003
As 2.733 -1.197 -0.022 3.740 -1.188 1.926 0.028
C 4.348 -0.813 -1.121 -0.521 0.079 -0.268 0.008
C 2.184 -3.210 2.038 -0.328 0.300 0.576 -0.007
O 2.324 -4.203 2.693 -0.003 -0.259 -0.266 0.000
O 1.473 -2.149 2.476 0.053 -0.013 -0.271 -0.001
C 1.135 -2.221 3.873 -0.091 0.051 0.205 0.002
C 4.371 -3.860 -0.942 -0.127 0.374 -0.298 -0.001
O 3.729 -3.387 -1.859 0.067 -0.314 -0.114 0.000
O 5.393 -4.670 -1.058 0.134 -0.096 0.242 0.000
C 5.759 -5.146 -2.369 -0.004 -0.047 -0.322 0.000
C 5.196 -1.206 3.692 -0.108 0.283 -0.109 0.005
O 4.752 -0.250 4.281 0.057 -0.285 0.202 -0.001
O 6.133 -2.026 4.131 0.150 -0.057 -0.089 0.000
C 6.749 -1.763 5.410 0.063 0.092 0.215 0.000
H 5.281 2.543 3.679 -0.084 -0.019 -0.012 0.000
H 4.142 3.086 2.403 0.017 0.006 0.025 0.000
H 5.901 3.034 2.085 0.006 -0.044 -0.002 0.000
H 7.536 -2.901 1.929 -0.097 0.084 0.046 0.000
H 6.755 -2.582 0.357 0.071 0.018 0.016 0.000
H 7.239 -4.230 0.814 -0.069 -0.011 -0.011 0.000
H 5.212 -1.314 -0.692 -0.132 -0.044 0.096 0.002
H 4.492 0.268 -1.032 -0.024 -0.032 0.118 -0.017
H 4.254 -1.090 -2.167 -0.102 -0.007 0.062 0.004
H 1.189 -1.211 4.270 -0.028 0.072 -0.116 0.000
H 1.844 -2.862 4.391 -0.049 0.048 0.041 0.001
H 0.134 -2.635 3.996 -0.018 -0.011 -0.040 0.000
H 6.798 -5.449 -2.302 -0.010 0.035 0.052 0.000
H 5.625 -4.363 -3.111 0.029 0.015 0.050 0.000
H 5.142 -6.005 -2.625 -0.040 0.040 0.061 0.000
H 6.960 -2.729 5.858 -0.027 -0.017 -0.059 0.000
H 6.082 -1.182 6.040 -0.018 -0.024 -0.039 0.000
H 7.678 -1.221 5.245 -0.040 0.014 -0.032 0.000
```
Forces are in eV/Å.


| no. | strongest force on any atom (eV/Å) |
| --- | --- |
| 1 | 0.9 |
| 2 | 0.3 |
| 3 | 1.2 |
| 4 | 5.0 |